{
  "formula": "C62H150N10O16",
  "method": "ωB97M-V/def2-TZVPD",
  "species": ["C", "C", "C", "C", "C", "C", "C", "C", "C", "N", "O", "H", "H", "H", "H", "H", "H", "H", "H", "H", "H", "H", "H", "H", "H", "H", "H", "H", "H", "H", "C", "C", "C", "C", "C", "C", "C", "C", "C", "N", "O", "H", "H", "H", "H", "H", "H", "H", "H", "H", "H", "H", "H", "H", "H", "H", "H", "H", "H", "H", "C", "O", "C", "C", "C", "N", "H", "H", "H", "H", "H", "H", "H", "H", "H", "H", "H", "C", "O", "C", "C", "C", "N", "H", "H", "H", "H", "H", "H", "H", "H", "H", "H", "H", "C", "O", "C", "C", "N", "C", "C", "O", "C", "H", "H", "H", "H", "H", "H", "H", "H", "H", "H", "H", "H", "H", "H", "H", "C", "O", "C", "C", "N", "C", "C", "O", "C", "H", "H", "H", "H", "H", "H", "H", "H", "H", "H", "H", "H", "H", "H", "H", "C", "O", "C", "C", "N", "C", "C", "O", "C", "H", "H", "H", "H", "H", "H", "H", "H", "H", "H", "H", "H", "H", "H", "H", "C", "O", "C", "C", "N", "C", "C", "O", "C", "H", "H", "H", "H", "H", "H", "H", "H", "H", "H", "H", "H", "H", "H", "H", "C", "O", "C", "C", "N", "C", "C", "O", "C", "H", "H", "H", "H", "H", "H", "H", "H", "H", "H", "H", "H", "H", "H", "H", "C", "O", "C", "C", "N", "C", "C", "O", "C", "H", "H", "H", "H", "H", "H", "H", "H", "H", "H", "H", "H", "H", "H", "H"],
  "positions_angstrom": [[-20.1717, -20.9427, -12.7760], [-20.7740, -19.6087, -12.1775], [-21.8686, -19.9071, -11.0460], [-19.7054, -18.7112, -11.5182], [-18.7723, -18.0110, -12.5056], [-19.5914, -17.1876, -13.5389], [-20.7675, -17.8929, -14.2123], [-21.7610, -16.7140, -14.7593], [-20.2374, -18.6273, -15.4708], [-21.4846, -18.7694, -13.2181], [-22.5844, -19.3007, -13.7896], [-19.3722, -20.7182, -13.4821], [-19.7692, -21.6489, -12.0497], [-21.0187, -21.4825, -13.1994], [-21.4919, -20.2084, -10.0686], [-22.4694, -19.0002, -10.9775], [-22.3850, -20.7889, -11.4253], [-20.2136, -18.0034, -10.8632], [-19.1502, -19.3779, -10.8584], [-17.9800, -17.4204, -12.0456], [-18.1785, -18.7440, -13.0519], [-18.9588, -16.9296, -14.3882], [-19.7655, -16.1759, -13.1723], [-21.0907, -16.1187, -15.3793], [-22.2673, -16.0494, -14.0593], [-22.5693, -17.2524, -15.2542], [-21.0494, -18.9302, -16.1320], [-19.7356, -19.5411, -15.1527], [-19.4374, -18.2043, -16.0785], [-23.2786, -18.7045, -13.4993], [-21.3701, -10.2135, -23.0513], [-22.1059, -11.4363, -23.6965], [-22.2587, -11.0981, -25.1618], [-21.1276, -12.6897, -23.5758], [-21.8784, -14.0038, -23.8550], [-23.0369, -14.1967, -22.8539], [-24.1259, -13.0186, -23.0121], [-24.9978, -13.2761, -24.2834], [-25.1167, -13.0246, -21.7591], [-23.4355, -11.7046, -22.9976], [-24.3757, -10.6370, -23.1300], [-20.5532, -9.8092, -23.6492], [-21.9975, -9.3573, -22.8037], [-21.0166, -10.4962, -22.0597], [-22.8342, -10.1723, -25.1625], [-21.3388, -10.9704, -25.7323], [-22.7071, -11.9062, -25.7396], [-20.3372, -12.7063, -24.3262], [-20.5396, -12.6401, -22.6593], [-22.3060, -14.1628, -24.8450], [-21.2203, -14.8712, -23.8037], [-22.6198, -14.2617, -21.8490], [-23.5473, -15.1349, -23.0712], [-24.2666, -13.2074, -25.0888], [-25.6251, -12.4067, -24.4805], [-25.6667, -14.1367, -24.2855], [-25.9559, -12.3292, -21.7707], [-24.5961, -12.9704, -20.8030], [-25.6104, -13.9957, -21.7972], [-24.1851, -10.2268, -22.2833], [-21.9054, -5.6404, -18.8288], [-23.0830, -6.3433, -18.4972], [-23.1276, -7.7250, -18.8593], [-23.1815, -8.1124, -20.3813], [-24.2897, -7.4352, -21.0178], [-23.3394, -9.5311, -20.5332], [-20.9849, -6.0293, -18.3934], [-22.1395, -4.6666, -18.3987], [-21.7937, -5.4406, -19.8945], [-22.3086, -8.2543, -18.3724], [-24.0310, -7.9845, -18.3073], [-22.3072, -7.7528, -20.9239], [-24.0184, -7.3396, -22.0691], [-24.3448, -6.3924, -20.7052], [-25.2540, -7.8927, -20.7965], [-22.5708, -10.1036, -20.2144], [-24.1355, -9.9047, -20.0365], [-10.0854, -11.8848, -11.9296], [-10.1458, -13.1955, -12.3103], [-10.8590, -13.2944, -13.5482], [-12.3539, -12.8036, -13.4900], [-13.1862, -13.6112, -12.5122], [-12.9944, -12.8878, -14.7865], [-10.9583, -11.2447, -11.8014], [-9.4801, -11.2956, -12.6186], [-9.4823, -11.7783, -11.0279], [-10.3419, -12.7597, -14.3450], [-10.8964, -14.3402, -13.8533], [-12.3103, -11.7450, -13.2339], [-12.8928, -13.3448, -11.4967], [-13.1179, -14.6987, -12.4848], [-14.2640, -13.4974, -12.6286], [-13.9540, -12.7655, -14.4962], [-12.9210, -12.0552, -15.3535], [-11.2033, -16.1826, -17.6522], [-12.3644, -15.4408, -17.9538], [-13.4933, -16.0637, -17.2529], [-14.8749, -15.3354, -17.4828], [-15.0787, -14.1642, -16.6334], [-15.6507, -13.0095, -17.3472], [-14.6863, -11.9351, -17.8692], [-14.2306, -11.2027, -16.7865], [-14.3133, -9.7904, -17.0506], [-11.4442, -17.2381, -17.7787], [-10.7012, -15.9800, -16.7062], [-10.5038, -15.8842, -18.4330], [-13.2386, -16.3026, -16.2203], [-13.5865, -17.0076, -17.7900], [-15.6878, -15.8264, -16.9479], [-15.0524, -15.1932, -18.5488], [-14.1622, -13.9157, -16.2895], [-16.4618, -12.5116, -16.8160], [-16.1928, -13.5101, -18.1495], [-15.3147, -11.2447, -18.4318], [-13.9259, -12.4420, -18.4632], [-15.2988, -9.3868, -17.2831], [-13.6884, -9.5222, -17.9025], [-13.8744, -9.1614, -16.2761], [-18.0258, -8.7230, -18.1053], [-19.2376, -9.4355, -18.0627], [-19.1861, -10.7906, -18.5932], [-19.5740, -11.7746, -17.5088], [-18.7593, -11.6004, -16.2893], [-19.1877, -12.3172, -15.0373], [-18.1636, -13.1627, -14.4414], [-18.8309, -13.9253, -13.4400], [-17.9408, -14.4937, -12.4772], [-17.3620, -9.1520, -17.3547], [-18.1423, -7.6827, -17.8014], [-17.5675, -8.7554, -19.0938], [-18.3204, -11.1796, -19.1293], [-20.0048, -10.8912, -19.3056], [-19.7181, -12.8176, -17.7909], [-20.5862, -11.4691, -17.2439], [-18.9682, -10.6123, -16.2990], [-20.0054, -13.0165, -15.2118], [-19.7507, -11.6301, -14.4056], [-17.2738, -12.6122, -14.1361], [-17.7211, -13.7964, -15.2100], [-17.4849, -15.4218, -12.8222], [-18.4772, -14.6922, -11.5494], [-17.1239, -13.8096, -12.2476], [-15.9778, -16.5093, -9.6645], [-17.0846, -15.6610, -9.6231], [-17.6602, -15.4099, -8.3458], [-18.7462, -14.2363, -8.6286], [-19.8618, -14.6844, -9.4721], [-20.8780, -15.3178, -8.5877], [-22.2540, -15.4108, -9.4340], [-23.2947, -15.9750, -8.5955], [-24.5595, -15.8827, -9.0874], [-15.2673, -15.8768, -10.1966], [-16.3132, -17.3892, -10.2135], [-15.6355, -16.8129, -8.6751], [-16.9138, -15.1042, -7.6125], [-18.1761, -16.2959, -7.9757], [-18.2124, -13.4635, -9.1818], [-19.0809, -13.7123, -7.7334], [-19.4814, -15.3572, -10.1223], [-21.1857, -14.6615, -7.7736], [-20.4524, -16.2569, -8.2339], [-22.0252, -16.0588, -10.2802], [-22.5030, -14.4397, -9.8616], [-25.0671, -15.0414, -8.6156], [-25.0924, -16.7829, -8.7812], [-24.4864, -15.6727, -10.1545], [-17.5988, -10.6264, -11.1962], [-18.6960, -10.8016, -10.3211], [-19.8122, -11.5144, -10.7960], [-20.9099, -11.5060, -9.7115], [-21.5978, -10.2193, -9.6378], [-22.3546, -9.9679, -8.4159], [-22.5033, -8.4717, -7.9597], [-21.2453, -7.7872, -7.8258], [-21.3900, -6.3387, -7.7878], [-17.7797, -9.8348, -11.9234], [-17.4959, -11.5136, -11.8210], [-16.6450, -10.5193, -10.6796], [-19.5490, -12.5559, -10.9807], [-20.1627, -11.0892, -11.7365], [-20.5181, -11.7877, -8.7341], [-21.7136, -12.1531, -10.0627], [-20.8022, -9.6172, -9.7950], [-21.8734, -10.4682, -7.5755], [-23.3112, -10.4895, -8.3845], [-23.0263, -8.4675, -7.0034], [-23.1269, -7.8121, -8.5632], [-21.3197, -5.9860, -8.8167], [-20.6301, -5.7156, -7.3162], [-22.3165, -6.1094, -7.2614], [-16.6029, -12.8106, -27.7490], [-15.4523, -12.3728, -27.0334], [-15.6865, -12.2022, -25.6086], [-14.4459, -11.8313, -24.8744], [-14.6660, -11.4961, -23.4753], [-15.4468, -12.5267, -22.6654], [-15.7165, -12.0839, -21.2667], [-15.8931, -13.0675, -20.4309], [-17.0438, -13.7927, -20.5225], [-17.5099, -12.2905, -27.4411], [-16.6670, -13.8987, -27.7564], [-16.5093, -12.5546, -28.8044], [-16.0169, -13.1742, -25.2422], [-16.4455, -11.4632, -25.3518], [-13.8175, -11.1179, -25.4076], [-13.9212, -12.7867, -24.8771], [-13.8826, -11.1433, -22.9442], [-14.8362, -13.4165, -22.5124], [-16.3449, -12.9256, -23.1370], [-16.4457, -11.3164, -21.0072], [-14.7412, -11.6557, -21.0352], [-17.8580, -13.0823, -20.6660], [-16.9991, -14.4226, -19.6340], [-16.8407, -14.3635, -21.4286], [-17.7055, -0.2268, -16.0900], [-18.9154, -0.9272, -16.3453], [-19.5370, -0.8404, -17.7446], [-18.7824, -1.8269, -18.6428], [-19.1075, -3.1345, -18.2221], [-18.3413, -4.2671, -18.7384], [-18.4326, -4.4454, -20.2024], [-17.4279, -5.3492, -20.5173], [-17.1624, -5.4155, -21.9394], [-17.7964, 0.8422, -16.2824], [-17.0087, -0.6642, -16.8050], [-17.3279, -0.3446, -15.0743], [-19.3348, 0.1353, -18.1862], [-20.5961, -1.0849, -17.8265], [-17.7357, -1.5869, -18.8298], [-19.1441, -1.7720, -19.6696], [-19.0021, -3.1178, -17.2178], [-18.5961, -5.2196, -18.2735], [-17.3112, -4.0133, -18.4883], [-18.2637, -3.4554, -20.6262], [-19.3873, -4.8929, -20.4789], [-17.9186, -5.8836, -22.5695], [-16.1794, -5.8212, -22.1788], [-17.1367, -4.4378, -22.4206]],
  "mulliken_charge": [-1.75, 1.30, -1.77, -0.83, -0.24, -0.67, 1.40, -1.84, -1.53, 0.70, -0.56, 0.31, 0.40, 0.42, 0.33, 0.36, 0.43, -0.25, 0.55, -0.15, 0.57, 0.51, -0.20, 0.27, 0.27, 0.62, 0.38, 0.30, 0.33, 0.34, -1.37, 1.45, -1.92, -0.73, -0.82, -0.96, 1.02, -1.61, -1.94, 0.85, -0.57, 0.48, 0.26, -0.04, 0.39, 0.44, 0.36, 0.28, 0.14, 0.36, 0.44, 0.35, 0.43, 0.37, 0.35, 0.40, 0.35, 0.34, 0.51, 0.38, -0.68, -0.41, -0.83, 0.59, -1.65, -0.02, 0.30, 0.28, 0.27, 0.37, 0.34, 0.18, 0.34, 0.47, 0.33, -0.23, 0.36, -0.81, -0.37, -0.80, 0.53, -1.23, -0.35, 0.30, 0.35, 0.33, 0.40, 0.28, 0.27, 0.42, 0.34, 0.25, -0.04, 0.07, -0.73, -0.25, -0.90, -0.40, 0.14, 0.72, -0.24, -0.16, -0.68, 0.35, 0.21, 0.24, 0.41, 0.56, 0.35, 0.15, 0.12, -0.48, -0.67, 0.31, 0.26, 0.02, 0.45, 0.29, -0.59, -0.39, 1.10, -1.37, 0.13, -1.05, 0.29, -0.42, 0.82, 0.05, 0.23, 0.36, -0.71, 0.03, 0.53, 0.56, 0.23, 0.31, 0.24, 0.07, 0.09, 0.53, -1.18, 0.57, -0.82, 0.01, -0.82, -0.67, 0.69, -0.81, -0.09, -0.40, -0.73, 0.14, 0.20, 0.42, 0.51, 0.36, 0.07, 0.67, -1.09, 0.36, 0.28, 0.09, 0.36, 0.27, 0.24, 0.33, -0.52, -0.36, 0.22, -0.68, -0.35, -0.56, -0.63, -0.34, -0.72, 0.37, -0.02, 0.28, -0.29, 0.44, 0.34, 0.13, 0.34, 0.31, 0.32, 0.37, 0.46, 0.29, 0.25, 0.31, -0.65, -0.40, -0.38, -0.61, -0.23, -0.73, -0.68, 0.11, -0.85, 0.24, 0.28, 0.28, 0.29, 0.32, 0.43, 0.29, 0.25, 0.32, 0.22, 0.50, 0.15, 0.19, 0.32, 0.35, -0.62, -0.38, -0.64, -0.73, -0.09, -0.64, -0.10, -0.27, -0.87, 0.26, 0.27, 0.24, 0.39, 0.33, 0.40, 0.41, 0.27, -0.10, 0.46, 0.44, 0.08, 0.32, 0.29, 0.33],
  "homo_ev": -8.004,
  "multiplicity": 1,
  "relative_energy_kj_mol": 321.4,
  "smiles": "CC1(C)CCCC(C)(C)N1O.CC1(C)CCCC(C)(C)N1O.COC[C@H](C)N.COC[C@H](C)N.COCCNCCOC.COCCNCCOC.COCCNCCOC.COCCNCCOC.COCCNCCOC.COCCNCCOC",
  "total_energy_ha": -4202.91627,
  "largest_force_ha_per_bohr": 0.0918,
  "mol_weight_g_mol": 1291.9
}